# 1
The following is a quantum chemistry calculation of a molecular structure, C31H44IrN2OP2S, from the Open Molecules 2025 dataset.

Element x y z (Å)
Ir 0.708 -0.802 0.071
C 2.965 1.454 -2.167
C 3.098 2.034 -0.758
C 3.495 3.505 -0.843
P 1.554 1.509 0.159
C 1.815 1.780 1.989
C 1.991 3.217 2.459
C 0.619 1.132 2.686
C 0.233 2.662 -0.343
C 0.360 4.031 -0.500
C -0.667 4.807 -1.032
C -0.519 6.282 -1.185
C -1.822 4.160 -1.478
C -2.009 2.820 -1.255
C -1.021 2.053 -0.600
N -1.222 0.778 -0.200
C -2.432 0.359 0.216
C -3.425 1.236 0.717
C -4.626 0.760 1.180
C -4.917 -0.606 1.162
C -6.197 -1.130 1.723
C -3.939 -1.476 0.690
C -2.704 -1.032 0.256
P -1.301 -2.120 -0.131
C -1.461 -3.559 1.047
C -2.494 -4.642 0.746
C -1.602 -2.978 2.455
C -1.650 -2.783 -1.830
C -0.546 -3.756 -2.236
C -1.693 -1.600 -2.795
H 3.880 1.614 -2.732
H 2.144 1.929 -2.701
H 2.768 0.384 -2.117
H 3.883 1.488 -0.224
H 2.861 4.041 -1.547
H 4.516 3.562 -1.217
H 3.471 4.006 0.120
H 2.718 1.203 2.221
H 1.159 3.840 2.138
H 2.926 3.645 2.107
H 2.016 3.230 3.547
H -0.296 1.680 2.464
H 0.761 1.126 3.764
H 0.493 0.091 2.346
H 1.264 4.524 -0.188
H 0.207 6.683 -0.484
H -1.468 6.788 -1.037
H -0.184 6.512 -2.196
H -2.591 4.726 -1.981
H -2.911 2.331 -1.587
H -3.208 2.291 0.779
H -5.353 1.447 1.588
H -7.025 -0.455 1.530
H -6.104 -1.227 2.806
H -6.441 -2.108 1.318
H -4.168 -2.529 0.671
H -0.475 -4.035 0.988
H -3.513 -4.306 0.906
H -2.320 -5.481 1.417
H -2.402 -5.010 -0.272
H -2.579 -2.519 2.600
H -0.839 -2.214 2.624
H -1.476 -3.756 3.204
H -2.625 -3.287 -1.817
H 0.416 -3.243 -2.243
H -0.739 -4.135 -3.238
H -0.474 -4.600 -1.555
H -0.768 -1.019 -2.723
H -2.532 -0.943 -2.574
H -1.801 -1.949 -3.820
O 3.046 -0.713 0.147
N 3.880 -1.696 -0.064
C 5.141 -1.430 -0.447
C 6.050 -2.432 -0.667
C 5.653 -3.759 -0.492
C 4.356 -4.022 -0.118
C 3.454 -2.978 0.105
S 1.840 -3.231 0.590
H 5.376 -0.382 -0.552
H 7.056 -2.185 -0.963
H 6.354 -4.563 -0.648
H 4.006 -5.030 0.024

Computed properties:
LUMO level (spin up / spin down) (eV): -4.53 / -4.48
E_HOMO (spin up / spin down) (eV): -9.253 / -9.252
Total charge: +1

Mulliken population analysis, charges in e, atoms 1 to 2:
1. Ir 1.8376
2. C -1.3554

***

# 2
The following is a quantum chemistry calculation of a molecular structure, C31H45As2MgN6O12, from the Open Molecules 2025 dataset.

Element x y z (Å)
Mg -1.477 0.361 0.760
C -1.593 -2.319 -0.545
C -1.088 -2.450 0.896
N -1.687 -1.423 1.760
C -3.101 -1.599 2.108
C -4.038 -1.032 1.024
N -3.523 0.245 0.514
C -3.707 0.465 -0.928
C -2.835 -0.524 -1.728
N -1.650 -0.906 -0.942
H -0.930 -2.895 -1.196
H -2.582 -2.769 -0.630
H -1.291 -3.463 1.264
H -0.010 -2.275 0.903
H -1.146 -1.406 2.617
H -3.353 -2.652 2.284
H -3.276 -1.036 3.028
H -4.124 -1.736 0.200
H -5.035 -0.920 1.459
H -3.978 0.998 1.015
H -4.756 0.371 -1.232
H -3.369 1.483 -1.133
H -3.414 -1.411 -1.997
H -2.529 -0.061 -2.664
H -0.833 -0.717 -1.517
O 0.468 0.296 0.913
N 0.399 1.450 0.426
O 1.186 2.324 0.726
O -0.566 1.687 -0.349
C -2.742 4.674 5.610
N -1.922 3.847 4.755
N -2.439 2.843 3.969
C -1.477 2.427 3.079
O -1.696 1.498 2.256
C -0.338 3.222 3.332
C -0.663 4.099 4.340
C 0.143 5.196 4.931
C -3.675 2.195 4.217
C -3.909 1.552 5.427
C -5.105 0.879 5.621
C -6.052 0.835 4.608
C -5.818 1.487 3.406
C -4.632 2.178 3.211
H -3.698 4.187 5.781
H -2.925 5.652 5.160
H -2.247 4.821 6.569
H 0.595 3.144 2.806
H 1.128 5.216 4.473
H 0.258 5.066 6.008
H -0.338 6.160 4.761
H -3.162 1.574 6.210
H -5.299 0.390 6.565
H -6.980 0.302 4.763
H -6.571 1.481 2.630
H -4.444 2.731 2.299
C 4.718 1.861 -0.835
O 4.507 2.319 -2.173
C 4.080 1.496 -3.121
O 3.956 1.863 -4.261
C 3.525 0.141 -2.761
C 4.127 -0.968 -3.195
As 3.420 -2.800 -3.553
C 3.012 -2.302 -5.427
C 1.640 -2.255 -2.902
C 1.731 -1.493 -1.782
As 1.823 0.497 -1.770
C 0.902 1.222 -3.341
C 2.720 -1.910 -0.753
O 3.354 -1.161 -0.048
O 2.772 -3.249 -0.627
C 3.678 -3.755 0.357
C 0.394 -2.177 -3.705
O -0.396 -1.264 -3.625
O 0.043 -3.229 -4.458
C 0.623 -4.519 -4.292
C 5.534 -0.849 -3.666
O 6.260 0.091 -3.475
O 5.930 -1.975 -4.289
C 7.279 -1.984 -4.765
H 5.651 2.309 -0.502
H 4.791 0.774 -0.781
H 3.899 2.203 -0.200
H 3.949 -2.270 -5.978
H 2.560 -1.310 -5.459
H 2.353 -3.018 -5.916
H 0.999 0.618 -4.236
H 1.378 2.189 -3.519
H -0.148 1.395 -3.116
H 3.873 -4.790 0.092
H 3.223 -3.690 1.346
H 4.602 -3.180 0.350
H 0.166 -5.140 -5.058
H 0.386 -4.923 -3.306
H 1.706 -4.529 -4.421
H 7.404 -2.917 -5.306
H 7.973 -1.929 -3.927
H 7.446 -1.131 -5.422

Computed properties:
LUMO level (eV): -3.02
E_HOMO (eV): -10.219
Total charge: +1

Mulliken population analysis, charges in e, atoms 1 to 2:
1. Mg 2.4483
2. C -0.2329

***

# 3
The following is a quantum chemistry calculation of 4 unconnected molecules or ions with the total composition C31H45N10O9P, from the Open Molecules 2025 dataset.

Element x y z (Å)
C 1.000 0.635 -3.116
N 1.166 2.100 -3.275
C 1.881 2.371 -4.563
C -0.125 2.740 -3.290
O -0.900 2.666 -4.223
C -0.464 3.502 -1.990
C -0.207 2.611 -0.784
C 0.935 2.791 -0.008
C 1.180 2.030 1.103
C 0.303 1.012 1.521
C -0.839 0.798 0.745
C -1.878 -0.265 1.106
C -2.790 0.275 2.257
C -4.311 0.166 1.988
C -4.845 -1.299 1.812
N -3.871 -2.343 2.122
C -3.263 -2.690 3.292
C -2.417 -3.733 2.990
C -2.539 -4.054 1.596
C -3.464 -3.153 1.112
C -1.082 1.581 -0.394
C -2.338 1.359 -1.249
N -2.085 0.235 -2.178
C 0.612 0.233 2.787
O -0.251 -0.374 3.384
C 2.044 0.271 3.310
C 2.551 -0.683 4.203
C 1.736 -1.870 4.693
N 1.505 -2.879 3.647
C 3.851 -0.576 4.680
C 4.685 0.468 4.292
P 6.342 0.514 5.027
O 7.007 -0.760 4.758
O 7.203 1.745 4.435
O 6.162 0.790 6.615
C 4.207 1.395 3.377
C 2.918 1.293 2.903
C 2.417 2.308 1.913
O 3.033 3.345 1.739
H 0.228 0.239 -3.788
H 1.970 0.156 -3.293
H 0.711 0.408 -2.079
H 1.408 3.213 -5.078
H 2.936 2.561 -4.324
H 1.834 1.454 -5.173
H 0.129 4.426 -1.926
H -1.516 3.816 -2.028
H 1.629 3.570 -0.322
H -2.494 -0.594 0.264
H -1.362 -1.162 1.484
H -2.570 1.353 2.365
H -2.566 -0.164 3.233
H -4.825 0.602 2.859
H -4.552 0.774 1.103
H -5.739 -1.413 2.440
H -5.103 -1.421 0.753
H -3.422 -2.179 4.233
H -1.753 -4.252 3.675
H -2.037 -4.825 1.024
H -3.813 -3.053 0.089
H -2.617 2.249 -1.822
H -3.182 1.148 -0.566
H -2.975 -0.061 -2.574
H -1.783 -0.551 -1.604
H 2.285 -2.352 5.524
H 0.778 -1.539 5.121
H 2.235 -2.864 2.950
H 1.562 -3.793 4.071
H 4.211 -1.324 5.388
H 7.003 2.580 4.881
H 7.013 0.645 7.054
H 4.852 2.205 3.033
N -1.310 -1.466 -7.158
C -0.623 -0.428 -6.586
N -1.327 0.732 -6.477
O 0.531 -0.541 -6.204
H -2.256 -1.391 -7.478
H -0.825 -2.339 -7.256
H -0.862 1.523 -6.061
H -2.274 0.832 -6.790
N 3.386 -6.837 2.815
C 3.456 -5.554 2.353
N 3.610 -5.437 1.002
O 3.384 -4.585 3.093
H 3.443 -7.641 2.219
H 3.273 -6.965 3.803
H 3.666 -4.509 0.624
H 3.670 -6.223 0.384
N -3.392 4.105 -5.098
C -3.692 4.687 -6.296
N -5.029 4.893 -6.518
O -2.839 5.000 -7.107
H -4.086 3.844 -4.425
H -2.419 3.935 -4.894
H -5.290 5.318 -7.388
H -5.742 4.641 -5.862

Computed properties:
LUMO level (eV): -0.79
E_HOMO (eV): -8.136

Mulliken population analysis, charges in e, atoms 1 to 2:
1. C -0.4631
2. N 0.1621

***

# 4
The following is a quantum chemistry calculation of a molecular structure, C31H45NP2Sn, from the Open Molecules 2025 dataset.

Element x y z (Å)
Sn -0.175 -0.132 0.095
C -1.210 3.052 0.997
C -2.379 2.322 1.370
C -2.011 1.408 2.309
C -0.547 1.552 2.538
C -0.078 2.538 1.692
H -1.192 3.893 0.318
H -3.376 2.487 0.993
H -2.659 0.729 2.843
H 0.013 1.085 3.338
H 0.919 2.955 1.684
C -0.863 1.908 -4.703
C -0.770 1.809 -3.175
C -0.076 3.046 -2.592
P -0.028 0.262 -2.547
C 1.473 -0.249 -3.473
C 1.174 -0.929 -4.812
C 2.443 0.926 -3.633
C -1.267 -1.052 -2.721
C -2.422 -0.976 -3.494
C -3.308 -2.047 -3.573
C -4.548 -1.970 -4.423
C -3.010 -3.205 -2.852
C -1.872 -3.306 -2.073
C -0.998 -2.224 -2.000
N 0.119 -2.141 -1.154
C 1.084 -3.076 -1.057
C 1.156 -4.217 -1.897
C 2.225 -5.079 -1.811
C 3.278 -4.854 -0.919
C 4.455 -5.780 -0.841
C 3.223 -3.711 -0.103
C 2.163 -2.833 -0.147
P 2.093 -1.368 0.916
C 1.694 -1.981 2.597
C 2.799 -2.837 3.212
C 0.356 -2.728 2.579
C 3.742 -0.594 0.945
C 3.755 0.541 1.974
C 4.097 -0.092 -0.452
H -1.494 2.758 -4.966
H -1.284 1.021 -5.172
H 0.120 2.087 -5.140
H -1.783 1.759 -2.758
H 0.899 3.208 -3.052
H 0.066 2.974 -1.514
H -0.683 3.931 -2.793
H 1.922 -0.991 -2.805
H 0.773 -0.226 -5.541
H 0.471 -1.756 -4.708
H 2.103 -1.330 -5.221
H 2.089 1.627 -4.389
H 3.412 0.552 -3.968
H 2.601 1.480 -2.709
H -2.649 -0.076 -4.051
H -4.791 -0.943 -4.689
H -5.404 -2.404 -3.909
H -4.405 -2.530 -5.350
H -3.700 -4.040 -2.890
H -1.685 -4.194 -1.482
H 0.382 -4.393 -2.630
H 2.263 -5.944 -2.462
H 4.297 -6.680 -1.431
H 4.651 -6.075 0.191
H 5.355 -5.284 -1.213
H 4.051 -3.526 0.573
H 1.582 -1.067 3.191
H 2.912 -3.780 2.675
H 2.531 -3.082 4.241
H 3.765 -2.330 3.240
H 0.432 -3.650 1.999
H -0.465 -2.136 2.168
H 0.072 -3.001 3.596
H 4.456 -1.363 1.250
H 2.984 1.285 1.752
H 4.718 1.051 1.943
H 3.604 0.186 2.994
H 3.383 0.666 -0.778
H 4.112 -0.894 -1.192
H 5.084 0.373 -0.440

Computed properties:
LUMO level (spin up / spin down) (eV): -7.18 / -7.84
E_HOMO (spin up / spin down) (eV): -13.546 / -13.636
Total charge: +2

Mulliken population analysis, charges in e, atoms 1 to 2:
1. Sn 0.3904
2. C -0.4688

***

# 5
The following is a quantum chemistry calculation of a molecular structure, C31H46BrCaN3OP2, from the Open Molecules 2025 dataset.

Element x y z (Å)
N 5.471 -1.981 -7.152
C 5.213 -3.136 -6.557
C 4.297 -3.212 -5.507
C 3.646 -2.042 -5.070
C 3.942 -0.831 -5.762
C 4.875 -0.853 -6.806
C 2.732 -2.107 -3.937
Ca -0.048 -2.448 -1.085
P -5.603 1.414 0.876
C 1.926 -1.040 -3.723
C 1.450 -0.598 -2.459
C 0.424 0.340 -2.562
C 0.006 1.007 -1.438
C 0.831 0.904 -0.279
C 1.606 -0.255 -0.071
C 1.996 -0.979 -1.205
Br -2.023 -0.661 -0.322
H 2.629 -3.041 -3.353
H 1.709 -0.391 -4.585
H 4.105 -4.178 -5.051
H 3.507 0.133 -5.513
H 5.741 -4.026 -6.900
H 5.145 0.056 -7.351
H -0.015 0.460 -3.554
H 2.808 -1.713 -1.240
H -0.949 1.537 -1.490
H 1.960 -0.542 0.921
P 1.169 2.356 0.697
C -5.293 -0.220 0.120
C -6.503 -0.730 -0.671
H -5.029 -0.915 0.933
H -4.424 -0.127 -0.554
H -6.360 -1.786 -0.922
H -7.441 -0.639 -0.111
H -6.624 -0.184 -1.613
C -4.814 2.640 -0.232
C -5.474 4.018 -0.094
H -4.956 2.249 -1.252
H -3.743 2.662 0.019
H -5.146 4.659 -0.913
H -6.567 3.959 -0.141
H -5.196 4.528 0.834
C -4.581 1.503 2.406
C -5.420 1.117 3.626
H -4.239 2.549 2.493
H -3.714 0.840 2.285
H -4.834 1.216 4.541
H -6.310 1.745 3.731
H -5.770 0.084 3.574
C 0.923 1.837 2.400
C 1.788 2.719 3.308
H 1.204 0.770 2.441
H -0.147 1.877 2.665
H 2.755 2.241 3.522
H 2.004 3.704 2.867
H 1.285 2.918 4.263
C -0.098 3.541 0.186
C 0.346 4.441 -0.973
H -0.422 4.110 1.077
H -0.985 2.972 -0.141
H 1.270 4.991 -0.772
H 0.498 3.883 -1.907
H -0.434 5.188 -1.159
C 2.979 2.682 0.459
C 4.008 1.745 1.108
H 3.138 3.724 0.786
H 3.110 2.661 -0.634
H 4.547 1.206 0.320
H 4.756 2.336 1.652
H 3.598 1.023 1.824
N 2.033 -6.114 4.837
C 1.799 -4.751 4.866
O 2.094 -4.043 5.819
C 1.245 -4.173 3.588
C 1.367 -4.849 2.370
C 0.887 -4.265 1.199
N 0.357 -3.005 1.200
C 0.257 -2.329 2.378
C 0.702 -2.874 3.578
H 2.304 -6.522 5.718
H 1.494 -6.722 4.230
H 1.854 -5.828 2.303
H 0.940 -4.807 0.240
H -0.214 -1.347 2.306
H 0.644 -2.282 4.491

Computed properties:
LUMO level (eV): -6.65
E_HOMO (eV): -11.072
Relative energy (zero: lowest compared OMol25 entry of this formula, charge and spin) (kcal/mol): 0.0
Total charge: +2

Mulliken population analysis, charges in e, atoms 1 to 2:
1. N -0.5388
2. C -0.3539